Record 1
C2H3ClSi | ωB97M-V/def2-TZVPD

Geometry (Å):
C: -0.898 0.368 -0.487
C: -1.086 1.318 0.364
Si: 0.540 0.205 0.669
Cl: -1.893 2.524 1.230
H: -1.857 -0.270 -2.506
H: 0.237 -0.881 1.839
H: 1.928 0.418 0.855

The energy relative to the best compared isomer or geometry (same formula, charge and spin) is 155.2 kcal per mole. The LUMO energy (spin up / spin down) comes out at -1.11 / -0.24 eV. The calculation puts the HOMO-LUMO gap (spin up / spin down) at 0.30991 / 0.28371 Eh. Its energy is -22515.114 eV.

Record 2
C2H3CrFO2 | ωB97M-V/def2-TZVPD

Geometry (Å):
F: -3.006 -0.085 -0.730
H: -2.163 0.343 -2.496
O: -1.921 -0.674 -2.537
C: -2.726 -1.238 -1.571
C: -1.895 -2.252 -0.790
O: -0.788 -2.547 -1.195
Cr: -0.044 -1.610 -2.969
H: -3.691 -1.618 -1.936
H: -2.310 -2.671 0.139

The energy relative to the best compared isomer or geometry (same formula, charge and spin) is 0.0 kcal per mole. The LUMO energy (spin up / spin down) comes out at -13.08 / -11.41 eV. The calculation puts the HOMO-LUMO gap (spin up / spin down) at 0.31105 / 0.37858 Eh. Its multiplicity is 5. Its energy is -37334.799 eV. As for the total charge: +2.

Record 3
C2H3CrLiO2 | ωB97M-V/def2-TZVPD

Geometry (Å):
H: -0.400 2.342 -1.889
O: -0.769 0.815 0.808
C: -0.366 -0.462 1.012
C: 0.282 -1.100 0.002
O: 0.583 -0.348 -1.090
Li: 1.425 0.875 0.201
Cr: -0.923 0.906 -1.129
H: -0.512 -0.912 2.000
H: 0.679 -2.117 0.084

The energy relative to the best compared isomer or geometry (same formula, charge and spin) is 0.0 kcal per mole. The LUMO energy (spin up / spin down) comes out at -6.56 / -5.18 eV. The calculation puts the HOMO-LUMO gap (spin up / spin down) at 0.23869 / 0.29937 Eh. Its multiplicity is 4. Its energy is -34835.496 eV. As for the total charge: +1.

Record 4
C2H3CsNaO2 | ωB97M-V/def2-TZVPD

Geometry (Å):
O: 0.464 0.621 -0.415
C: -0.252 -0.273 -0.080
C: -1.816 -0.274 -0.056
O: -2.410 -1.222 0.664
H: -2.027 -0.288 -1.157
H: -2.006 0.782 0.269
Na: -1.256 -2.745 1.588
Cs: 4.591 1.827 -1.823
H: 4.710 1.572 1.010

The energy relative to the best compared isomer or geometry (same formula, charge and spin) is 0.0 kcal per mole. The LUMO energy (spin up / spin down) comes out at -0.79 / -1.06 eV. The calculation puts the HOMO-LUMO gap (spin up / spin down) at 0.17058 / 0.16088 Eh. Its multiplicity is 2. Its energy is -11177.128 eV.

Record 5
C2H3ErO2 | ωB97M-V/def2-TZVPD

Geometry (Å):
H: 2.058 0.411 -1.270
C: 0.653 0.437 -1.214
O: -0.387 1.071 -0.964
Er: -1.460 -0.345 0.630
O: 0.835 -0.581 -0.321
C: 2.328 -0.824 -0.222
H: 2.599 -0.404 0.759
H: 2.322 -1.910 -0.034

The energy relative to the best compared isomer or geometry (same formula, charge and spin) is 49.9 kcal per mole. The LUMO energy (spin up / spin down) comes out at -10.12 / -11.52 eV. The calculation puts the HOMO-LUMO gap (spin up / spin down) at 0.34607 / 0.21274 Eh. Its multiplicity is 4. Its energy is -33813.612 eV. As for the total charge: +2.

Record 6
C2H3F2O2S | ωB97M-V/def2-TZVPD

Geometry (Å):
C: -0.164 0.158 -0.031
C: 1.964 0.718 0.074
O: 4.572 0.071 -0.392
O: 2.971 -1.896 -0.136
F: 2.181 1.448 -1.096
F: 2.049 1.623 1.022
S: 3.471 -0.568 0.360
H: -0.589 0.455 -1.083
H: -0.556 0.858 0.628
H: 0.164 -0.778 0.194

The energy relative to the best compared isomer or geometry (same formula, charge and spin) is 61.2 kcal per mole. The LUMO energy comes out at 3.99 eV. The calculation puts the HOMO-LUMO gap at 0.27064 Eh. Its energy is -22485.958 eV. As for the total charge: -1.

Record 7
C2H3F2O2S | ωB97M-V/def2-TZVPD

Geometry (Å):
C: 0.263 0.082 0.035
C: -2.263 0.731 0.057
O: -4.712 0.057 -0.826
O: -3.857 -1.324 1.025
F: -2.389 1.139 1.323
F: -2.255 1.834 -0.707
S: -3.619 -0.775 -0.327
H: -0.088 -0.780 0.464
H: 0.123 0.881 0.693
H: 0.176 0.444 -0.892

The energy relative to the best compared isomer or geometry (same formula, charge and spin) is 87.5 kcal per mole. The LUMO energy (spin up / spin down) comes out at 3.62 / 3.97 eV. The calculation puts the HOMO-LUMO gap (spin up / spin down) at 0.25569 / 0.29365 Eh. Its energy is -22484.815 eV. As for the total charge: -1.

Record 8
C2H3F2P | ωB97M-V/def2-TZVPD

Geometry (Å):
F: -0.181 1.804 1.474
C: 0.754 0.898 0.882
F: 1.928 1.452 1.235
C: 0.386 0.178 -0.339
P: 0.423 -0.963 1.301
H: -0.656 0.498 -0.689
H: 1.058 -0.042 -1.098
H: -0.850 -0.581 1.610

The energy relative to the best compared isomer or geometry (same formula, charge and spin) is 52.8 kcal per mole. The SMILES is FC1(F)CP1. The LUMO energy comes out at 0.71 eV. The calculation puts the HOMO-LUMO gap at 0.38981 Eh. Its energy is -16844.476 eV.

Record 9
C2H3F2PS | ωB97M-V/def2-TZVPD

Geometry (Å):
C: -1.111 2.152 0.348
C: -1.889 1.330 -0.040
F: 0.716 0.393 -0.465
F: 1.090 -1.500 -1.932
P: 0.480 -1.180 -0.396
S: 2.117 -1.771 0.728
H: -0.518 2.881 0.690
H: 1.499 -2.750 1.424
H: -2.384 0.446 -0.358

The energy relative to the best compared isomer or geometry (same formula, charge and spin) is 64.5 kcal per mole. The LUMO energy (spin up / spin down) comes out at 0.63 / -2.67 eV. The calculation puts the HOMO-LUMO gap (spin up / spin down) at 0.20634 / 0.28168 Eh. Its multiplicity is 3. Its energy is -27675.407 eV.

Record 10
C2H3F3N2O | ωB97M-V/def2-TZVPD

Geometry (Å):
N: 0.355 -1.310 0.524
C: -0.512 -0.374 0.070
N: -1.777 -0.298 -0.070
F: -2.451 -1.491 0.329
C: 0.259 0.949 -0.139
O: 0.575 1.012 -1.460
F: 1.489 0.889 0.608
F: -0.370 2.048 0.404
H: 1.277 -0.970 0.626
H: 0.102 -2.261 0.758
H: 1.053 1.805 -1.650

The energy relative to the best compared isomer or geometry (same formula, charge and spin) is 40.9 kcal per mole. The SMILES is N/C(=N\F)C(O)(F)F. The LUMO energy comes out at 0.60 eV. The calculation puts the HOMO-LUMO gap at 0.38827 Eh. Its energy is -15300.941 eV.

Record 11
C2H3F3O3STm | ωB97M-V/def2-TZVPD

Geometry (Å):
O: -2.936 -0.004 0.607
Tm: -2.720 1.128 -1.057
S: 0.572 0.188 -0.640
O: 1.867 0.293 -1.314
O: -0.595 0.362 -1.569
C: 0.493 -1.591 -0.040
F: 1.684 -2.147 -0.153
F: 0.112 -1.620 1.222
F: -0.368 -2.236 -0.801
C: 0.480 1.236 0.770
H: 1.126 2.090 0.528
H: -0.589 1.625 0.820
H: 0.874 0.676 1.627

The LUMO energy (spin up / spin down) comes out at -6.09 / -6.04 eV. The calculation puts the HOMO-LUMO gap (spin up / spin down) at 0.26292 / 0.26439 Eh. Its multiplicity is 3. Its energy is -56772.725 eV. As for the total charge: +1.

Record 12
C2H3F4LiNO5S2 | ωB97M-V/def2-TZVPD

Geometry (Å):
N: 1.420 0.364 0.922
S: 1.283 1.985 0.508
O: -0.076 2.378 1.317
O: 2.384 2.711 1.204
S: 1.492 -0.788 -0.184
O: 0.210 -0.425 -0.886
O: 2.840 -1.212 0.297
C: 1.306 -2.530 -0.947
F: 1.036 -2.439 -2.244
F: 2.357 -3.338 -0.902
F: 0.325 -3.175 -0.330
Li: -0.654 1.139 -1.525
F: -2.133 2.314 -1.563
C: -2.379 0.567 0.912
O: -1.791 1.623 0.190
H: -3.351 0.951 1.245
H: -2.582 -0.324 0.306
H: -1.689 0.199 1.680

The energy relative to the best compared isomer or geometry (same formula, charge and spin) is 143.5 kcal per mole. The LUMO energy (spin up / spin down) comes out at 2.39 / 1.37 eV. The calculation puts the HOMO-LUMO gap (spin up / spin down) at 0.28569 / 0.24323 Eh. Its energy is -46589.303 eV. As for the total charge: -1.